C4H10F4N2O11S4Ti | ωB97M-V with the def2-TZVPD basis set

## Properties
* F_max: 7.6 eV Å⁻¹
* calculated total energy: -3937.0210 a.u.
* HOMO-LUMO gap (spin up / spin down): 0.131 / 0.242 hartree

```
! RIJCOSX wB97M-V def2-TZVPD def2/J DEFGRID3
* xyz -2 5
Ti -0.2725 -0.1283 0.6680
O 1.7247 3.2896 -2.3628
C 2.3486 2.0284 -2.1396
C 2.4592 1.4088 -0.6608
O 1.5039 1.8705 0.2981
H 3.3491 2.0925 -2.5674
H 1.8972 1.2337 -2.7335
H 3.4239 1.7686 -0.3032
H 2.5813 0.3257 -0.6659
N -1.0595 0.5242 2.6447
S -0.9414 0.1025 4.0689
O -1.2132 -1.2700 4.4752
O -1.0932 1.1335 5.0816
F 0.6881 -0.0230 3.8840
S -2.7253 0.7305 2.7718
O -3.0553 2.1064 3.2007
O -3.5944 -0.3952 2.9639
F -2.9547 0.8371 1.1640
N -1.4344 1.9459 -3.2941
S -2.0578 0.8970 -2.3277
O -1.2326 0.1607 -1.3808
O -3.3356 0.3020 -2.8037
F -2.7025 2.0550 -1.4035
S -1.1036 0.6765 -4.4855
O -1.8542 0.8302 -5.7268
O -0.8031 -0.6955 -4.0879
F 0.3499 1.2195 -4.9402
C 2.2274 -2.6146 1.2026
C 0.7030 -2.9511 1.4487
O -0.0031 -2.4614 0.3454
H 2.4258 -1.5434 1.2377
H 2.6060 -2.8159 0.2005
H 2.9419 -2.9487 1.9549
H 0.3135 -2.6535 2.4223
H 0.6896 -4.0375 1.5361
H -0.7969 -3.0003 0.3143
*
```